Model A:
DFT (ωB97M-V/def2-TZVPD) results for a cluster of 2 separate species, C2H8NOS in total.

Summary:
Total charge: -1
HOMO energy: -2.7 eV

Cartesian coordinates (Å):
C (-1.332, -1.501, 0.209)
S (-2.377, -0.013, 0.129)
H (-0.375, -1.504, -0.320)
H (-1.875, -2.348, -0.211)
H (-1.125, -1.724, 1.242)
N (1.306, 0.855, 0.865)
C (1.285, 0.870, -0.602)
O (0.117, 1.364, -1.172)
H (0.636, 1.559, 1.185)
H (0.792, 0.017, 1.127)
H (1.439, -0.177, -0.919)
H (2.164, 1.420, -0.966)
H (-0.653, 1.182, -0.566)

***

Model B:
DFT (ωB97M-V/def2-TZVPD) results for a cluster of 2 separate species, C2H8NOS in total.

Summary:
Total charge: -1
HOMO energy: -2.5 eV

Cartesian coordinates (Å):
N (1.721, -2.126, 1.284)
C (0.937, -0.981, 0.918)
O (1.753, 0.127, 0.532)
H (2.315, -2.439, 0.529)
H (2.297, -1.977, 2.101)
H (0.286, -1.235, 0.082)
H (0.280, -0.689, 1.740)
H (1.113, 0.724, 0.069)
C (-2.276, 1.122, -1.774)
S (-1.074, 0.940, -0.431)
H (-3.286, 1.316, -1.400)
H (-2.080, 2.007, -2.398)
H (-2.311, 0.217, -2.387)

***

Of them, model B has the lowest stability.

***

Model A:
DFT (ωB97M-V/def2-TZVPD) results for a structure of composition C6H10NO.

Summary:
Total charge: -1
HOMO energy: -2.2 eV

Cartesian coordinates (Å):
C (-2.175, -0.869, 0.841)
O (-3.251, -0.702, 0.059)
C (-0.828, -0.423, 0.261)
C (-0.739, 1.023, -0.141)
C (0.688, 1.326, -0.660)
C (1.665, 0.792, 0.228)
N (2.966, 0.206, 0.145)
C (2.592, -0.510, -0.855)
H (-2.207, -1.936, 1.279)
H (-2.346, -0.150, 1.870)
H (-0.075, -0.628, 0.970)
H (-0.587, -1.110, -0.537)
H (-1.240, 1.610, 0.693)
H (-1.490, 1.037, -0.998)
H (0.958, 1.186, -1.707)
H (1.378, 0.794, 1.284)
H (2.600, -0.109, -1.854)
H (2.092, -1.536, -0.881)

***

Model B:
DFT (ωB97M-V/def2-TZVPD) results for a cluster of 2 separate species, C6H10NO in total.

Summary:
Total charge: -1
HOMO energy: -2.8 eV

Cartesian coordinates (Å):
C (-0.121, -1.092, 2.084)
O (-1.068, -1.804, 2.747)
C (-0.504, -0.437, 0.770)
C (0.242, 0.777, 0.229)
C (1.261, 0.747, -0.686)
C (2.324, 1.555, -0.998)
C (-2.063, -0.322, -1.867)
N (-2.327, -1.577, -1.897)
H (0.333, -0.147, 2.601)
H (0.729, -1.732, 1.944)
H (-1.518, -0.126, 0.927)
H (-0.536, -1.226, 0.049)
H (1.332, -0.216, -1.249)
H (0.365, 1.529, 1.031)
H (2.356, 2.363, -0.285)
H (3.151, 1.434, -1.683)
H (-1.100, -0.119, -1.471)
H (-2.857, 0.393, -2.247)

***

Of them, model B has the lowest stability.

***

Model A:
DFT (ωB97M-V/def2-TZVPD) results for a cluster of 2 separate species, C4H13NO in total.

Summary:
Total charge: +1
HOMO energy (spin up / spin down): -12.0 / -12.0 eV
2S+1: 2

Cartesian coordinates (Å):
C (1.658, 1.297, 1.481)
C (0.573, 1.294, 0.399)
N (1.752, -4.548, -2.234)
H (1.705, 0.332, 1.999)
H (1.421, 2.132, 2.132)
H (2.665, 1.464, 1.098)
H (0.356, 2.261, -0.031)
H (0.442, 0.386, -0.182)
H (2.470, -5.173, -2.574)
H (1.145, -4.979, -1.556)
H (2.208, -3.746, -1.824)
C (-1.995, 1.454, 0.893)
O (-0.648, 1.069, 1.282)
C (-2.200, 0.929, -0.559)
H (-2.670, 0.883, 1.524)
H (-2.085, 2.549, 0.951)
H (-1.464, 0.223, -0.897)
H (-3.175, 0.430, -0.613)
H (-2.158, 1.743, -1.287)

***

Model B:
DFT (ωB97M-V/def2-TZVPD) results for a cluster of 2 separate species, C4H13NO in total.

Summary:
Total charge: +1
HOMO energy (spin up / spin down): -14.9 / -14.9 eV
2S+1: 2

Cartesian coordinates (Å):
C (1.144, -1.618, -0.205)
C (1.015, -0.086, -0.097)
C (0.551, 0.353, 1.302)
C (-0.930, 0.802, 1.357)
N (-1.715, -0.279, 0.803)
H (1.651, -1.980, 0.686)
H (1.679, -1.872, -1.095)
H (0.149, -2.055, -0.340)
H (2.007, 0.307, -0.320)
H (0.482, 0.339, -0.953)
H (0.685, -0.518, 1.938)
H (1.230, 1.108, 1.674)
H (-1.329, 1.746, 0.965)
H (-1.086, 0.828, 2.436)
H (-1.726, -0.175, -0.215)
H (-2.637, -0.496, 1.192)
H (0.404, 1.200, -2.911)
H (-1.126, 0.875, -3.009)
O (-0.446, 1.522, -3.208)

***

Of them, model A has the lowest stability.